1.
C13H6BBrF5N2O2PdS as an isolated structure, computed with the ωB97M-V functional and the def2-TZVPD basis.

Output
M = 546.4 g/mol
Max |F| = 0.009 Eh/bohr
Energy relative to the best compared isomer or geometry (same formula, charge and spin) = 0.0 kJ/mol
Frontier orbital gap (spin up / spin down) = 0.346 / 0.204 hartree
LUMO (spin up / spin down) = -3.14 / -7.31 eV
Expectation value of S² = 6.039

Geometry as ORCA input:
```
! RIJCOSX wB97M-V def2-TZVPD def2/J DEFGRID3
* xyz 1 5
Pd -0.17626 -0.40151 -0.30444
F 6.25400 2.09790 -0.67534
C 4.95870 1.98229 -0.81272
C 4.33801 0.77997 -0.46252
F 5.06541 -0.21767 0.00256
C 2.98214 0.66474 -0.60503
F 2.40301 -0.47878 -0.25129
C 2.19075 1.72157 -1.10597
S 0.51895 1.62856 -1.34029
C 2.86016 2.92208 -1.45168
F 2.16575 3.93785 -1.92067
C 4.21875 3.05633 -1.29943
F 4.82934 4.18299 -1.61079
Br -2.83313 1.91118 0.14887
C -3.29359 0.18324 -0.43084
C -4.61968 -0.14698 -0.63181
C -4.91424 -1.44147 -1.03503
C -3.89000 -2.35186 -1.23267
C -2.59199 -1.93366 -1.02826
N -2.30733 -0.68504 -0.62758
C -1.40446 -2.83848 -1.25194
O -1.56837 -3.99106 -1.54925
O -0.23418 -2.25467 -1.08373
H -5.39331 0.58979 -0.47544
H -5.94499 -1.72987 -1.19233
H -4.06020 -3.37229 -1.54504
B 0.12911 -0.66419 4.40752
C 0.08820 -0.28466 2.90590
N 0.07601 0.03649 1.80263
H 1.25397 -0.93710 4.76626
H -0.81495 -0.17093 5.00466
H -0.28558 -1.79475 4.88568
*
```

2.
A 2-piece molecular cluster, C13H6F3N4O9S overall at a distorted geometry, computed with the ωB97M-V functional and the def2-TZVPD basis.

Output
M = 451.3 g/mol
Max |F| = 0.048 Eh/bohr
Energy relative to the best compared isomer or geometry (same formula, charge and spin) = 127.0 kJ/mol
Frontier orbital gap = 0.138 hartree
LUMO = -0.49 eV

Geometry as ORCA input:
```
! RIJCOSX wB97M-V def2-TZVPD def2/J DEFGRID3
* xyz -1 1
O -3.10670 -0.79878 1.77535
C -1.96227 -0.93426 2.24518
C -1.10528 0.21876 2.58154
C 0.24809 0.16387 2.38900
C 0.86670 -1.09344 2.13466
N 2.21666 -1.18374 1.66228
O 2.64166 -2.32149 1.32687
O 2.93008 -0.15645 1.56684
C 0.10860 -2.29434 2.24013
C -1.25408 -2.23166 2.39074
H -1.57421 1.15221 2.87309
H 0.85850 1.06509 2.39729
H 0.64792 -3.24453 2.21157
H -1.88078 -3.11985 2.49061
O -4.06146 3.44111 5.60814
S -4.04556 2.33650 4.67058
O -3.11193 1.23720 4.81691
C -5.81771 1.58022 4.94252
F -5.77692 0.95678 6.14125
F -6.74224 2.56547 4.99723
F -6.17159 0.69480 3.99242
C -3.72297 3.20073 3.07409
C -3.75092 2.51054 1.85024
C -3.94527 3.31698 0.73004
N -4.55126 2.96044 -0.47181
O -4.84410 1.90001 -0.98651
O -4.90379 4.18959 -1.10854
N -4.46743 5.26954 -0.37503
C -3.90689 4.72928 0.74242
C -3.50158 5.38376 1.96891
N -3.20280 6.80480 2.14123
O -3.28971 7.58858 1.17773
O -2.87244 7.17357 3.29533
C -3.54023 4.59186 3.12702
H -3.76582 1.42029 1.76570
H -3.48388 5.07659 4.09388
*
```

3.
A 2-piece molecular cluster, C13H7F3N3 overall at a distorted geometry, computed with the ωB97M-V functional and the def2-TZVPD basis.

Output
M = 262.2 g/mol
Max |F| = 0.056 Eh/bohr
Frontier orbital gap = 0.247 hartree
LUMO = 2.84 eV

Geometry as ORCA input:
```
! RIJCOSX wB97M-V def2-TZVPD def2/J DEFGRID3
* xyz -1 1
N -4.74249 -1.48245 -2.89252
C -3.57036 -1.60772 -2.85891
C -2.17387 -1.79905 -2.92264
C -1.35129 -1.50036 -1.84406
C -0.03533 -2.06334 -1.83759
N 1.00954 -2.58342 -1.77342
H -1.76566 -2.03625 -3.92671
H -1.84500 -1.37854 -0.85973
F 1.95730 1.47449 4.43481
C 2.48493 0.70704 3.43847
F 3.77241 1.11952 3.27105
F 2.55701 -0.55485 3.94336
C 1.68613 0.80463 2.17787
C 2.32874 0.60683 0.94404
C 1.56491 0.58225 -0.20753
C 0.15847 0.78084 -0.16426
C -0.66807 0.48852 -1.30893
C -1.94305 1.10824 -1.35839
N -2.96119 1.67321 -1.51176
C -0.43888 1.06337 1.10065
C 0.32216 1.04452 2.24759
H 3.39746 0.41918 0.92507
H 2.04895 0.31059 -1.15972
H -0.11562 0.45538 -2.25974
H -1.52740 1.20030 1.17247
H -0.14979 1.16705 3.23052
*
```

4.
One molecule with the formula C13H7N at a distorted geometry, computed with the ωB97M-V functional and the def2-TZVPD basis.

Output
M = 177.2 g/mol
Max |F| = 0.120 Eh/bohr
Energy relative to the best compared isomer or geometry (same formula, charge and spin) = 125.4 kJ/mol
Frontier orbital gap = 0.280 hartree
LUMO = -1.14 eV

Geometry as ORCA input:
```
! RIJCOSX wB97M-V def2-TZVPD def2/J DEFGRID3
* xyz 0 1
N -3.26713 -0.69516 3.35797
C -2.30045 -0.65511 2.69198
C -0.07115 -1.55635 1.65483
C -1.14312 -0.70216 1.84607
C 2.51092 -0.97831 -1.15413
C -1.39011 2.07895 -0.85318
C 1.98167 -1.51040 -0.03823
C -1.73064 1.39191 0.33518
C 1.82503 0.08915 -1.70080
C -0.34482 1.59526 -1.69495
C 0.77558 -1.07182 0.54742
C -0.94360 0.25517 0.64872
C 0.53904 0.53402 -1.23976
C 0.13798 -0.08676 -0.10036
H 0.04801 -2.54504 2.21638
H 3.41354 -1.22425 -1.62699
H -1.99915 2.91426 -1.08454
H 2.33230 -2.49190 0.34512
H -2.54001 1.76744 1.00247
H 2.30511 0.64071 -2.57326
H -0.13900 2.25039 -2.57996
*
```